# 1
Entry from the Open Molecules 2025 dataset: a 4-piece molecular cluster, C33H46F9O9P4S overall (wB97M-V/def2-TZVPD).

```
102
Properties=species:S:1:pos:R:3:forces:R:3
C 3.719 0.571 -0.314 0.3 0.0 0.2
C 3.769 -0.571 0.714 0.1 0.5 -0.2
C 3.135 -1.864 0.188 -0.4 -0.4 0.2
C 1.681 -1.597 -0.233 0.1 0.2 0.1
C 0.840 -0.886 0.805 0.0 0.0 0.1
O -0.546 -1.142 0.536 0.0 0.1 -0.1
C -1.387 -0.653 1.532 0.0 0.0 -0.1
C -2.123 -1.806 2.243 0.0 0.4 0.0
F -1.408 -2.943 2.205 0.2 -0.2 0.0
F -3.282 -2.044 1.579 -0.1 -0.1 -0.1
C -2.493 -1.499 3.733 0.0 -0.2 -0.1
F -3.811 -1.688 3.912 -0.3 -0.1 0.1
F -2.248 -0.195 3.993 0.1 0.3 0.1
C -1.767 -2.344 4.812 0.1 0.3 0.1
F -2.113 -3.630 4.673 -0.1 -0.2 -0.2
F -2.250 -1.923 6.003 0.0 0.0 0.1
C -0.222 -2.210 4.825 -0.1 0.1 -0.2
F 0.104 -1.107 5.538 0.0 0.1 0.0
F 0.290 -3.284 5.445 0.1 -0.1 0.1
O 3.771 -2.313 -0.979 0.3 0.3 0.1
P 4.878 -3.659 -0.877 0.1 -0.1 -0.1
C 6.318 -2.602 -0.178 0.1 0.0 0.0
C 6.690 -1.260 -0.835 0.1 0.1 0.0
C 7.927 -1.296 -1.747 -0.1 0.0 -0.2
O 8.965 -0.400 -1.311 0.0 0.0 0.0
P 5.427 -3.172 -3.054 0.2 0.3 -0.1
C 3.766 -2.930 -3.853 0.1 -0.3 -0.1
O 5.922 -4.634 -3.735 0.1 0.0 -0.1
P 6.084 -5.628 -0.812 -0.1 -0.2 0.1
O 7.574 -5.083 -1.335 0.1 -0.1 0.0
O 6.428 -5.870 0.789 0.3 -0.1 -0.1
P 3.011 -5.006 -1.368 0.0 0.1 0.4
O 3.159 -6.268 -0.284 -0.3 -0.2 -0.4
O 3.407 -5.757 -2.810 -0.3 -0.1 0.0
O 4.264 -3.870 0.832 -0.5 -0.1 0.0
C 3.328 -3.033 1.256 0.4 0.2 -0.1
F 3.769 -2.444 2.479 0.0 0.0 0.0
S 1.830 -3.883 1.925 -0.2 0.0 0.2
H 2.809 1.168 -0.235 -0.1 -0.1 -0.1
H 4.558 1.250 -0.145 0.0 0.0 0.0
H 3.828 0.183 -1.328 -0.1 0.0 0.0
H 3.271 -0.257 1.632 0.0 -0.1 0.0
H 4.808 -0.744 0.984 0.0 -0.2 0.0
H 1.194 -2.526 -0.521 0.0 -0.1 0.0
H 1.757 -0.974 -1.127 -0.1 -0.1 -0.1
H 0.993 0.200 0.784 0.1 0.0 0.0
H 1.092 -1.243 1.809 -0.1 -0.1 0.0
H -0.853 -0.022 2.245 0.0 -0.1 0.0
H -2.182 -0.046 1.089 0.0 0.1 0.0
H 0.211 -2.125 3.828 0.0 -0.1 -0.1
H 7.216 -3.222 -0.190 0.0 0.0 0.0
H 6.086 -2.439 0.873 -0.1 0.0 0.0
H 6.938 -0.540 -0.047 0.0 0.0 0.0
H 5.845 -0.845 -1.383 0.0 0.0 0.0
H 8.365 -2.294 -1.766 0.0 0.0 0.1
H 7.651 -1.058 -2.776 0.0 0.0 0.0
H 8.766 0.470 -1.667 0.0 0.0 0.1
H 3.682 -1.899 -4.192 -0.1 0.0 0.1
H 3.717 -3.575 -4.736 0.0 0.0 0.0
H 2.918 -3.186 -3.223 0.0 0.1 0.0
H 5.475 -4.775 -4.575 -0.1 -0.1 0.1
H 7.996 -5.763 -1.871 -0.1 0.1 0.0
H 7.100 -5.244 1.089 -0.2 0.1 0.1
H 3.700 -6.993 -0.618 0.3 0.2 0.2
H 3.591 -6.698 -2.714 0.2 0.1 0.0
H 1.283 -4.258 0.761 0.1 -0.1 -0.1
C -3.877 1.911 -0.905 0.0 0.0 0.0
C -4.760 2.940 -1.203 0.0 0.0 0.0
C -4.329 4.030 -1.947 0.0 0.0 0.0
C -3.016 4.090 -2.396 0.0 0.0 0.0
C -2.133 3.061 -2.099 0.0 0.0 0.0
C -2.564 1.973 -1.352 0.0 -0.1 0.0
H -4.216 1.061 -0.326 0.0 0.0 0.0
H -5.784 2.889 -0.854 0.0 0.0 0.0
H -5.017 4.833 -2.178 0.0 0.0 0.0
H -2.681 4.940 -2.978 0.0 0.0 0.0
H -1.109 3.105 -2.450 0.0 0.0 0.0
H -1.875 1.169 -1.120 0.0 0.0 0.0
C -7.305 2.836 1.662 0.0 0.0 0.0
C -6.408 2.179 2.493 0.0 0.0 0.0
C -6.187 0.817 2.338 0.1 0.0 0.0
C -6.855 0.115 1.344 0.0 0.0 0.0
C -7.748 0.773 0.509 0.0 0.0 0.0
C -7.976 2.133 0.671 0.0 0.0 0.0
H -7.479 3.898 1.785 0.0 0.0 0.0
H -5.881 2.728 3.264 0.0 0.0 0.0
H -5.492 0.302 2.989 0.0 0.0 0.0
H -6.675 -0.945 1.220 0.0 0.0 0.0
H -8.267 0.225 -0.267 0.0 0.0 0.0
H -8.676 2.645 0.022 0.0 0.0 0.0
C -6.420 7.545 -0.636 0.0 0.0 0.0
C -7.306 8.573 -0.930 0.0 0.0 0.0
C -6.878 9.668 -1.667 0.0 0.0 0.0
C -5.565 9.734 -2.113 0.0 0.0 0.0
C -4.680 8.706 -1.820 0.0 0.0 0.0
C -5.107 7.612 -1.080 0.0 0.0 0.0
H -6.752 6.690 -0.060 0.0 0.0 0.0
H -8.331 8.519 -0.585 0.0 0.0 0.0
H -7.567 10.471 -1.894 0.0 0.0 0.0
H -5.232 10.588 -2.690 0.0 0.0 0.0
H -3.656 8.756 -2.170 0.0 0.0 0.0
H -4.417 6.811 -0.847 0.0 0.0 0.0
```
Forces are in eV/Å.

## Properties
E   -4624.735166 Eh
2S+1   1
Charge   -1
E_HOMO   -3.412 eV

# 2
Entry from the Open Molecules 2025 dataset: C33H46N6OS4Si2TeTi as an isolated structure (wB97M-V/def2-TZVPD).

```
94
Properties=species:S:1:pos:R:3:forces:R:3
Ti -0.855 0.101 0.326 3.1 -1.3 0.6
O -1.999 -1.091 -0.665 -1.1 -0.5 -0.5
N -2.304 -2.367 -0.437 0.2 -0.7 0.5
C -3.190 -2.981 -1.240 -0.3 -0.2 -0.3
C -3.526 -4.293 -1.044 0.1 0.2 0.0
C -2.936 -4.998 0.013 0.2 0.2 0.1
C -2.044 -4.355 0.833 -0.3 -0.2 -0.3
C -1.717 -3.006 0.615 0.1 0.4 0.1
S -0.627 -2.115 1.549 -0.1 -0.1 -0.2
H -3.604 -2.362 -2.023 0.1 0.0 0.0
H -4.239 -4.757 -1.704 -0.1 0.0 -0.1
H -3.190 -6.032 0.181 0.0 -0.1 0.0
H -1.576 -4.843 1.672 0.0 -0.1 0.0
N -4.220 1.310 2.368 0.6 0.1 -1.7
C -4.220 1.120 3.747 0.0 -0.2 1.3
C -5.361 1.414 4.484 0.3 -0.1 -0.3
C -5.377 1.227 5.856 0.0 0.0 0.2
C -4.255 0.744 6.507 0.0 0.0 -0.1
C -3.111 0.448 5.779 0.0 0.0 -0.2
C -3.095 0.634 4.411 0.0 0.2 -0.7
S -1.615 0.240 3.505 -0.1 0.0 0.5
N -1.970 0.666 1.897 -2.7 1.3 0.8
C -3.153 1.137 1.522 0.8 -0.8 2.9
C -3.282 1.502 0.146 -0.2 0.9 -2.8
C -4.462 1.996 -0.453 0.7 -0.5 1.1
C -4.452 2.382 -1.768 0.8 0.0 -0.8
C -3.245 2.309 -2.481 -1.0 0.1 0.4
C -2.133 1.803 -1.846 0.3 0.0 -0.1
N -2.132 1.371 -0.586 -2.7 1.5 -0.3
H -5.054 1.725 1.982 0.1 -0.1 0.0
H -6.236 1.789 3.974 -0.1 0.1 0.0
H -6.269 1.460 6.415 -0.1 0.0 0.0
H -4.263 0.596 7.574 0.0 0.0 0.1
H -2.225 0.072 6.267 0.1 -0.1 0.1
H -5.380 2.067 0.112 0.0 0.0 0.0
H -5.354 2.736 -2.245 0.0 0.1 0.0
H -3.185 2.629 -3.509 0.0 0.0 -0.1
H -1.187 1.745 -2.372 -0.1 0.0 0.1
C 4.210 2.788 0.199 0.1 0.0 0.2
N 2.830 2.792 -0.231 -0.2 0.1 0.1
C 1.794 3.039 0.571 0.5 0.2 -0.1
N 2.001 3.491 1.812 0.3 0.0 -0.2
S 0.219 2.864 -0.005 -1.1 0.3 -0.3
H 4.845 2.595 -0.662 0.0 0.0 0.0
H 4.381 2.008 0.947 0.0 0.0 0.0
H 4.476 3.759 0.618 0.1 0.0 0.0
H 2.612 2.384 -1.130 -0.1 0.0 0.3
H 2.913 3.496 2.239 0.0 0.0 0.0
H 1.203 3.631 2.408 0.0 -0.1 -0.1
S 1.493 0.032 0.909 1.0 -0.3 0.5
C 2.309 0.241 2.460 -0.4 0.0 -0.3
C 1.703 0.906 3.518 0.0 0.0 0.1
C 2.388 1.075 4.708 0.0 0.0 0.0
C 3.684 0.602 4.842 0.1 0.0 0.1
C 4.298 -0.033 3.772 0.1 0.0 0.1
C 3.619 -0.214 2.582 -0.1 0.0 0.0
H 0.695 1.284 3.400 0.2 0.0 0.0
H 1.906 1.578 5.533 0.0 0.1 0.1
H 4.215 0.727 5.773 0.0 0.0 0.1
H 5.310 -0.400 3.868 0.1 0.0 0.0
H 4.089 -0.707 1.743 0.0 -0.1 -0.1
C 2.883 -3.374 0.648 0.0 0.3 -0.6
Si 2.967 -2.806 -1.169 0.1 -0.1 0.1
C 3.610 -4.244 -2.243 -0.3 0.6 0.4
C 4.110 -1.293 -1.400 -0.4 -0.5 0.1
C 1.185 -2.378 -1.772 0.5 0.1 0.3
Te 0.799 -0.254 -1.876 0.6 -0.8 -1.3
C -0.237 -0.368 -3.782 0.2 0.9 0.1
Si 0.570 1.003 -4.840 0.2 0.0 -0.2
C 2.328 0.344 -5.163 -0.7 0.2 0.0
C 0.734 2.660 -3.894 -0.2 -0.7 -0.2
C -0.471 1.303 -6.404 0.5 -0.2 0.5
H 3.875 -3.432 1.086 0.3 0.0 0.0
H 2.439 -4.362 0.729 -0.1 -0.2 -0.1
H 2.292 -2.697 1.259 -0.1 0.1 0.0
H 4.606 -4.527 -1.919 0.3 -0.1 0.1
H 3.670 -3.986 -3.295 0.0 0.1 -0.2
H 2.981 -5.124 -2.153 -0.2 -0.2 0.1
H 5.090 -1.482 -0.972 0.2 -0.1 0.1
H 3.688 -0.417 -0.911 0.0 0.0 0.1
H 4.254 -1.058 -2.452 0.0 0.0 -0.2
H 0.452 -2.828 -1.104 0.0 0.1 0.0
H 1.019 -2.771 -2.774 0.0 0.1 -0.1
H -1.313 -0.267 -3.662 -0.1 0.0 0.1
H -0.038 -1.341 -4.222 0.1 -0.1 0.0
H 2.746 -0.018 -4.223 0.1 0.0 0.0
H 2.989 1.105 -5.561 0.1 0.2 -0.1
H 2.323 -0.483 -5.865 -0.1 -0.2 -0.2
H 0.855 2.510 -2.820 0.0 0.1 0.0
H -0.122 3.310 -4.045 -0.2 0.1 0.0
H 1.606 3.203 -4.246 0.2 0.0 -0.1
H -0.592 0.399 -6.991 0.0 -0.2 -0.1
H 0.013 2.040 -7.032 0.1 0.2 -0.2
H -1.462 1.677 -6.168 -0.2 0.1 0.2
```
Forces are in eV/Å.

## Properties
E   -4978.029581 Eh
2S+1   2
Charge   +1
E_HOMO (alpha / beta)   -9.049 / -9.054 eV

Values of F_max, in order: 0.01155, 0.06594, all in Eh/bohr.